70
Properties=species:S:1:pos:R:3:forces:R:3 method="wB97M-V/def2-TZVPD" homo_lumo_gap_ev="6.421 / 6.422" homo_ev="-16.3 / -16.3" total_charge=+3
Rh 1.2720 0.8475 0.1315 0.7 0.2 0.8
C 2.7879 0.0279 -2.2951 -0.2 0.0 -0.1
C 1.8128 1.1090 -2.7349 0.1 -0.1 0.2
N 1.5274 2.0162 -1.5874 -0.5 -0.2 -0.1
C 2.5024 3.1301 -1.3744 0.0 0.0 0.0
C 3.8448 2.7053 -0.8039 0.0 0.0 0.0
S 3.6169 1.6232 0.6555 -0.3 0.1 -0.3
C 4.4934 0.0744 0.2117 0.0 -0.1 0.1
C 3.5482 -1.0557 -0.2069 0.1 0.2 0.0
N 2.3861 -0.5232 -0.9583 -0.4 0.0 0.1
H 3.8027 0.4044 -2.2248 0.0 0.0 0.0
H 2.8035 -0.7888 -3.0185 0.0 0.0 0.0
H 0.8610 0.6643 -3.0187 0.0 0.1 0.0
H 2.1906 1.6684 -3.5930 0.1 0.0 0.0
H 0.6381 2.4765 -1.7789 0.0 -0.1 -0.1
H 2.0281 3.8253 -0.6833 0.0 0.0 0.0
H 2.6464 3.6576 -2.3213 0.0 0.0 0.0
H 4.3811 3.5926 -0.4683 0.0 0.0 0.0
H 4.4815 2.1993 -1.5248 0.0 0.0 0.0
H 5.0562 -0.2222 1.0962 0.0 0.0 0.0
H 5.2277 0.3287 -0.5509 0.0 0.0 0.0
H 3.1614 -1.5821 0.6629 0.0 0.0 0.0
H 4.0847 -1.7840 -0.8208 0.0 0.0 0.0
H 1.7488 -1.3037 -1.1395 0.1 0.0 0.0
I 1.5104 -0.0789 2.6040 0.0 -0.4 -0.1
C -0.3284 -0.5314 3.5135 -0.1 0.1 0.0
C -0.2585 -0.3881 4.8741 0.1 0.0 -0.1
C -1.3345 -0.8038 5.6728 -0.1 -0.1 0.0
C -2.4156 -1.3775 5.0734 0.1 0.0 0.1
C -2.4968 -1.5168 3.6665 0.0 0.0 0.0
C -3.6350 -2.1460 3.1162 0.0 0.0 -0.1
C -3.7690 -2.2987 1.7673 0.0 0.0 0.1
C -2.7877 -1.7680 0.9255 0.1 0.1 0.0
C -1.6436 -1.1465 1.4012 -0.1 0.0 0.0
P -0.7346 -0.4571 -0.0327 0.0 0.3 -0.5
C -0.2775 -1.9305 -0.9933 -0.1 0.0 0.0
C -0.0684 -3.1285 -0.3021 0.0 0.0 0.1
C 0.3450 -4.2684 -0.9773 0.0 0.0 0.0
C 0.5528 -4.2308 -2.3479 0.0 0.0 0.0
C 0.3677 -3.0420 -3.0451 0.0 0.0 0.0
C -0.0311 -1.8968 -2.3745 0.0 0.0 0.1
C -2.0375 0.5252 -0.8374 0.0 0.0 0.0
C -2.5644 0.3079 -2.1124 0.1 0.1 0.1
C -3.6110 1.0947 -2.5749 0.0 0.0 0.0
C -4.1534 2.0870 -1.7723 0.0 0.0 0.0
C -3.6598 2.2846 -0.4879 0.0 0.0 0.0
C -2.6115 1.5108 -0.0245 0.0 -0.1 0.1
C -1.4472 -1.0472 2.8134 0.1 0.0 0.0
H 0.6225 0.0194 5.3529 0.0 0.0 0.0
H -1.2793 -0.6871 6.7456 0.0 0.0 0.0
H -3.2415 -1.7427 5.6694 0.0 0.0 0.0
H -4.3988 -2.5100 3.7913 0.0 0.0 0.0
H -4.6312 -2.7921 1.3419 0.0 0.0 0.0
H -2.9594 -1.8389 -0.1419 0.0 0.0 0.0
H -0.2516 -3.1831 0.7641 0.0 0.0 0.0
H 0.4881 -5.1907 -0.4313 0.0 0.0 0.0
H 0.8542 -5.1253 -2.8757 0.0 0.0 0.0
H 0.5232 -3.0119 -4.1152 0.0 0.0 0.0
H -0.1541 -0.9834 -2.9345 -0.1 0.0 -0.1
H -2.2206 -0.4979 -2.7364 0.1 -0.1 -0.1
H -4.0196 0.9104 -3.5595 0.0 0.0 0.0
H -4.9782 2.6858 -2.1338 0.0 0.0 0.0
H -4.1110 3.0263 0.1574 0.0 0.0 0.0
H -2.2643 1.6427 0.9955 0.0 0.0 0.0
C -0.4889 3.6205 0.5542 0.0 0.1 0.0
O 0.1944 2.4599 1.0997 0.1 -0.1 0.1
H -1.2940 3.9020 1.2300 0.0 0.0 0.0
H -0.9294 3.3252 -0.3938 0.1 0.0 0.0
H 0.2030 4.4521 0.4373 0.0 0.0 0.0
H 0.5223 2.6745 1.9828 0.0 0.0 0.0

***

63
Properties=species:S:1:pos:R:3:forces:R:3 method="wB97M-V/def2-TZVPD" homo_lumo_gap_ev=8.940 homo_ev=-9.3
O 10.3126 8.6561 4.2557 -0.7 0.0 -0.4
H 10.8459 9.4508 4.2721 0.3 0.4 0.2
H 10.7500 8.0609 4.8646 0.3 -0.3 0.0
O 11.3298 13.0034 6.4485 0.3 -0.1 -0.5
H 12.0210 13.6654 6.4618 0.2 0.2 -0.1
H 10.8234 13.1693 7.2437 -0.6 0.0 0.6
O 14.2194 9.2415 5.9389 0.6 -0.1 0.2
H 14.5725 8.7708 5.1839 0.1 0.0 -0.3
H 14.3213 8.6327 6.6705 -0.1 -0.3 0.3
O 13.2863 6.5472 7.6736 0.2 0.2 -0.1
H 12.9452 6.9243 8.4846 -0.3 0.2 0.2
H 13.6691 5.7113 7.9400 0.1 -0.3 0.0
O 12.1323 10.3816 12.0799 0.0 -0.2 0.3
H 12.7509 10.6290 12.7671 0.1 0.2 0.3
H 12.6673 9.9316 11.4261 0.5 -0.4 0.0
O 9.9087 13.3376 9.0053 -0.3 0.6 -0.6
H 10.5033 14.0621 9.1993 0.0 0.3 0.2
H 10.3993 12.5526 9.2491 0.3 -1.0 0.4
O 8.2007 11.0936 5.9395 -0.1 -0.2 0.0
H 8.9626 11.6700 6.0000 0.3 0.2 -0.1
H 7.5696 11.4645 6.5563 -0.2 0.1 0.1
O 12.0774 6.6704 5.1001 -0.2 -0.3 -0.2
H 12.9160 6.9153 4.7090 0.1 0.1 -0.2
H 12.2732 6.5453 6.0287 0.2 -0.1 0.5
O 12.2765 10.7231 5.0087 -0.3 0.2 -0.6
H 12.9676 10.2804 5.5013 0.2 -0.3 0.1
H 12.1018 11.5223 5.5056 -0.4 0.4 0.2
C 11.0708 9.4058 7.7733 -0.2 -0.6 0.8
C 10.5536 9.5804 9.2442 0.8 0.6 -1.4
O 11.0862 10.8686 9.7132 -0.5 -1.0 -0.7
H 10.7347 8.5066 7.2569 -0.9 0.1 0.2
H 12.1388 9.1909 7.7373 0.4 0.7 0.4
H 10.8314 10.2667 7.1490 0.1 -0.1 0.2
H 10.8636 8.7491 9.8774 0.3 0.1 0.1
H 9.4654 9.5742 9.3064 0.0 0.3 -0.2
H 11.4774 10.7453 10.5812 -0.5 0.5 0.1
C 8.9345 5.5495 7.0507 -0.3 0.0 0.8
C 8.4023 5.6523 8.4948 0.8 1.3 -0.5
O 9.2554 6.5862 9.2559 -0.6 -1.0 -0.4
H 9.0147 6.5234 6.5677 -0.1 0.1 0.2
H 8.2446 4.9485 6.4583 0.1 -0.1 0.0
H 9.9275 5.1000 7.0463 0.0 -0.1 0.0
H 8.3547 4.6874 8.9996 0.1 -0.1 0.0
H 7.4253 6.1336 8.5372 -0.3 -0.4 -0.4
H 8.6360 6.8547 9.9384 0.4 0.4 0.4
C 7.4257 11.2705 10.8880 0.2 2.3 0.5
C 6.3839 10.6624 10.0263 0.5 -0.9 0.6
O 5.9223 9.5256 10.7512 -0.6 -0.9 -0.9
H 8.1918 10.6750 11.3845 -0.2 -0.6 -0.7
H 6.8894 11.7560 11.7033 0.1 0.2 0.3
H 7.8918 12.0775 10.3227 0.4 0.1 0.2
H 6.8368 10.3866 9.0740 -0.3 -0.7 0.0
H 5.5711 11.3548 9.8070 0.0 0.1 0.0
H 5.4889 9.8192 11.5560 0.0 0.2 0.0
C 14.3778 11.8447 8.8332 0.6 -0.4 -0.6
C 15.5469 12.7232 8.3792 -1.4 -1.0 0.6
O 15.7051 13.7225 9.3478 0.4 1.2 -0.1
H 14.5785 11.4664 9.8356 -0.1 -0.2 0.1
H 14.3317 11.0273 8.1135 -0.4 -0.3 0.2
H 13.4259 12.3756 8.8360 0.1 0.0 0.0
H 15.2252 13.0925 7.4054 0.6 0.7 0.1
H 16.4667 12.1436 8.3015 0.0 -0.1 -0.4
H 16.1503 13.3132 10.0933 0.0 0.1 0.1

***

Short version: relative energy (zero: lowest compared OMol25 entry of this formula, charge and spin) = 0.0 10.0 kcal per mole, in the order given.
Short version: maximum force = 1.1 2.4 eV/A, in the order given.
Short version: energy = -2457.10776 -1308.03995 Ha, in the order given.